Entry 1:
A cluster of 2 separate species, C4H13N2OP in total at a distorted geometry, computed with wB97M-V/def2-TZVPD.

Each line ends with the Löwdin charge.
Geometry (Å):
H: 1.669 0.167 1.657  0.10
P: -1.923 0.389 -0.906  0.38
O: -1.991 1.850 -0.875  -0.33
H: 0.610 -1.110 0.829  0.10
H: -2.600 0.144 -3.098  0.07
C: -0.435 0.334 2.321  -0.10
H: -0.473 -0.299 3.227  0.07
H: 2.784 0.030 -0.117  0.09
H: -0.174 -1.445 -1.216  0.28
H: -1.429 0.503 1.888  0.03
C: 1.963 0.151 -0.848  -0.08
H: 0.588 1.724 -0.046  0.16
H: -0.153 1.355 2.641  0.08
C: 0.719 0.627 -0.168  -0.51
H: -2.741 -1.255 -2.206  0.04
H: -2.426 -0.398 0.093  0.02
H: 1.656 -0.841 -1.121  0.04
N: -2.320 -0.350 -2.266  -0.09
C: 0.636 -0.069 1.275  -0.21
N: -0.291 0.091 -0.984  -0.19
H: 2.172 0.702 -1.695  0.06

For the orbital gap, the calculation gives 0.33533 Eh. Its spin multiplicity is 1.

---

Entry 2:
A cluster of 2 separate species, C4H13N2OS in total at a distorted geometry, computed with wB97M-V/def2-TZVPD.

Each line ends with the Löwdin charge.
Geometry (Å):
H: 0.285 3.027 0.656  -0.11
S: 0.924 -2.698 1.028  0.13
H: -2.479 0.787 -1.294  0.06
H: -0.741 -0.891 1.337  0.07
C: 0.738 -0.410 -0.287  -0.55
C: -0.208 -0.019 0.805  -0.28
O: 1.111 2.910 0.779  0.00
H: -2.112 -0.921 -0.693  0.07
H: 2.571 -0.987 0.994  0.02
H: -0.429 -1.812 -1.326  0.04
H: -3.127 0.011 0.167  0.04
H: 0.403 0.615 1.554  0.10
C: 1.872 -1.278 0.249  -0.62
N: -1.323 0.925 0.363  -0.13
H: 1.246 0.481 -0.647  0.10
H: 0.906 -1.319 -2.307  0.10
H: 1.113 2.224 1.498  0.06
H: 2.379 -1.604 -0.617  0.01
C: -2.298 0.146 -0.467  -0.15
H: -0.967 1.765 -0.201  0.09
N: 0.136 -0.952 -1.592  -0.03

Its total charge is -1. For the orbital gap, the calculation gives 0.22365 Eh. Its spin multiplicity is 1.

---

Entry 3:
An isolated molecule of C4H13N2P at a distorted geometry, computed with wB97M-V/def2-TZVPD.

Each line ends with the Löwdin charge.
Geometry (Å):
H: 0.529 -1.912 1.305  0.06
H: 1.313 1.626 1.853  0.10
H: 0.976 1.215 -1.934  0.05
H: -1.203 -1.766 1.583  -0.01
H: -2.168 1.026 0.547  0.04
N: -0.563 -0.838 -1.956  -0.24
C: 1.422 1.429 -0.971  -0.17
H: 1.335 2.545 -0.881  0.08
N: 0.653 0.772 0.071  -0.36
C: -0.539 -1.886 0.809  -0.18
C: -2.259 0.219 -0.218  -0.20
H: 0.850 -0.276 1.927  0.04
H: 2.385 0.470 1.219  0.05
H: 0.282 -1.229 -2.438  0.01
C: 1.321 0.564 1.392  -0.13
H: 2.515 1.059 -0.895  0.10
H: -2.437 0.677 -1.254  0.06
H: -3.078 -0.411 0.030  0.02
P: -0.569 -0.480 -0.463  0.63
H: -0.766 -2.804 0.272  0.04

As for the SMILES: CN(C)P(C)(C)=N. For the orbital gap, the calculation gives 0.34496 Eh. Its spin multiplicity is 1.

---

Entry 4:
The ion C4H13N2S with charge +1 at a distorted geometry, computed with wB97M-V/def2-TZVPD.

Each line ends with the Löwdin charge.
Geometry (Å):
H: -2.002 -0.119 -0.479  0.14
H: 0.375 -1.371 0.916  0.14
S: 2.376 0.890 -2.084  0.79
H: 2.603 0.916 0.279  0.05
H: 0.394 1.933 1.465  0.17
H: -2.410 -1.817 1.402  0.09
H: -0.017 0.796 -1.207  0.13
H: 2.188 -0.591 -0.250  0.09
H: 2.537 -0.275 -2.696  -0.12
N: -1.167 -0.841 -0.326  -0.15
H: 0.780 2.714 0.104  0.16
C: -0.198 -0.417 0.684  -0.22
H: -1.549 -3.002 0.249  0.09
H: -0.617 -0.290 1.695  0.11
C: 1.999 0.475 -0.425  -0.53
H: -3.021 -1.868 -0.299  0.08
C: -2.091 -2.012 0.316  -0.08
H: -0.848 2.146 0.382  0.21
N: 0.195 1.994 0.471  0.21
C: 0.473 0.739 -0.195  -0.37

Its total charge is +1. As for the SMILES: CNC[C@@H]([NH3+])CS. For the orbital gap, the calculation gives 0.33558 Eh. Its spin multiplicity is 1.

---

Entry 5:
The ion C4H13N2Si with charge +1 at a distorted geometry, computed with wB97M-V/def2-TZVPD.

Each line ends with the Löwdin charge.
Geometry (Å):
H: 1.735 0.884 -1.680  0.03
H: 2.615 -0.601 -0.935  0.15
H: -0.343 -0.624 -2.217  0.02
H: -2.768 -0.932 -0.914  0.15
H: 0.274 -1.956 1.478  0.09
H: 3.007 1.844 0.066  0.09
H: -0.640 2.017 0.915  0.10
C: -0.098 -2.152 0.387  -0.21
N: -1.419 1.378 0.878  0.15
H: -2.320 1.864 1.057  0.15
C: 1.802 0.305 -0.833  -0.39
H: 2.432 0.490 1.309  0.14
H: -1.067 -2.592 0.274  0.01
N: -2.645 -0.044 -0.351  0.13
H: -3.445 0.363 0.164  0.14
H: 1.408 1.856 0.743  0.06
C: 2.181 1.128 0.306  -0.22
C: -1.439 0.386 0.049  -0.39
H: 0.546 -2.954 0.045  0.02
Si: 0.184 -0.661 -0.741  0.76

Its total charge is +1. As for the SMILES: CC[Si@@H](C)C(N)=[NH2+]. For the orbital gap, the calculation gives 0.41233 Eh. Its spin multiplicity is 1.

---

Entry 6:
An isolated molecule of C4H13N3 at a distorted geometry, computed with wB97M-V/def2-TZVPD.

Each line ends with the Löwdin charge.
Geometry (Å):
H: -3.304 -0.971 1.224  0.06
H: 1.038 2.805 -1.495  0.06
H: 1.309 0.345 -1.726  0.10
C: 1.643 0.897 -0.841  -0.30
H: -0.771 -0.971 2.030  0.11
H: -0.125 -1.720 -1.535  0.07
N: 0.105 -1.605 -0.555  0.05
H: -1.616 0.408 1.551  0.11
H: 2.613 2.483 -1.696  0.06
H: 2.643 0.491 -0.675  0.11
H: -2.459 -2.239 1.364  0.06
C: -1.297 -0.570 1.171  -0.27
N: -2.469 -1.385 0.810  -0.01
H: -1.015 0.222 -0.717  0.14
N: 1.825 2.320 -1.084  -0.02
H: -0.419 -2.344 -0.102  0.05
C: -0.388 -0.321 -0.009  -0.43
H: 0.473 1.488 0.849  0.11
H: 1.437 0.102 1.084  0.11
C: 0.780 0.564 0.353  -0.19

As for the SMILES: NCC[C@@H](N)CN. For the orbital gap, the calculation gives 0.36626 Eh. Its spin multiplicity is 1.

---

So what do the calculations give for energy relative to the best compared isomer or geometry (same formula, charge and spin)? Going down the list: 63.9, 62.4, 14.7, 74.0, 34.4, 16.5 kcal/mol.